1.
The following is a quantum chemistry calculation of a structure of composition C6H15IN3O3 in a non-equilibrium geometry, from OMol25.

Gap between HOMO and LUMO (eV): 7.225
Charge: -1
Energy relative to the best compared isomer or geometry (same formula, charge and spin) (kcal per mole): 137.4

```
28
Properties=species:S:1:pos:R:3:lowdin_charge:R:1
I -0.8646 -0.3836 -0.6006 1.13
O 1.1727 -1.3501 -2.5954 -0.10
C 1.6986 -1.9331 -1.6191 -0.69
N 0.9518 -2.3747 -0.6250 0.02
C 3.1447 -2.1662 -1.6976 -0.03
H 0.0286 -2.0211 -0.4182 -0.22
H 1.4371 -2.9064 0.0835 0.10
H 3.4053 -2.4677 -2.7121 0.08
H 3.4239 -3.0899 -1.1907 0.07
H 3.8196 -1.3147 -1.6104 0.08
O -4.7804 1.9002 0.6683 -0.02
C -3.7175 1.5337 0.2091 -0.66
N -3.1122 0.4540 0.6111 0.01
C -3.0799 2.4789 -0.8226 -0.03
H -3.5017 -0.1555 1.3160 0.10
H -2.3895 -0.0079 0.0777 -0.39
H -3.1671 3.4910 -0.4274 0.07
H -3.6474 2.4700 -1.7532 0.07
H -2.0276 2.2503 -0.9911 0.01
O 2.8671 0.4919 2.1353 0.01
C 1.7935 0.5552 1.6142 -0.74
N 1.7082 0.2441 0.3808 0.08
C 0.5641 0.8530 2.3291 -0.04
H 2.6041 0.1376 -0.0732 0.11
H 0.8131 0.3134 -0.0819 -0.21
H -0.3710 0.5847 1.8375 0.01
H 0.5965 1.9092 2.5963 0.09
H 0.6301 0.5039 3.3596 0.08
```

=====

2.
The following is a quantum chemistry calculation of the molecule C5H6O2, from OMol25.

Gap between HOMO and LUMO (eV): 10.034
Energy relative to the best compared isomer or geometry (same formula, charge and spin) (kcal per mole): 76.8
SMILES: O=CCC#CCO

```
13
Properties=species:S:1:pos:R:3:lowdin_charge:R:1
O -1.3041 1.5013 -0.5960 0.05
C -1.3992 0.2977 -0.5824 -0.25
C -1.5714 -0.4818 0.7291 -0.13
C -0.1881 -0.5638 1.2042 -0.03
C 0.9987 -0.4414 1.0040 0.02
C 1.9533 -0.0586 -0.0576 -0.25
O 1.2019 0.4909 -1.1269 -0.08
H -1.3070 -0.2989 -1.5091 0.14
H -2.2304 0.0983 1.3750 0.12
H -1.9891 -1.4722 0.5296 0.11
H 2.7216 0.6427 0.2701 0.11
H 2.4426 -0.9571 -0.4409 0.12
H 0.6712 1.2430 -0.7992 0.07
```

=====

3.
The following is a quantum chemistry calculation of a structure of composition C29H30BF2FeN4O3P in a non-equilibrium geometry, from OMol25.

2S+1: 5
Gap between HOMO and LUMO (spin up / spin down) (eV): 5.297 / 6.390
Energy relative to the best compared isomer or geometry (same formula, charge and spin) (kcal per mole): 28.1

```
71
Properties=species:S:1:pos:R:3:lowdin_spin:R:1
Fe -0.5870 -0.2773 0.2860 3.00
N -0.2250 -0.2634 2.7066 0.02
C 1.0628 0.3380 3.0079 0.00
C 1.7525 -0.1252 4.2912 0.00
C 1.6697 -1.6082 4.6422 0.00
C 2.2572 -2.5347 3.5733 0.00
N 3.4381 -1.9554 2.9510 0.00
C 4.6151 -1.8008 3.5169 0.00
N 5.0082 -2.5438 4.5783 0.00
N 5.4396 -0.8767 3.0034 0.00
C 1.9681 0.3564 1.7431 0.00
O 3.2076 0.1946 1.9012 0.00
O 1.3917 0.5889 0.6733 0.02
H -0.9809 0.1620 3.2279 0.00
H -0.2676 -1.2607 2.8772 0.00
H 0.8453 1.4065 3.1317 0.00
H 1.3444 0.4306 5.1401 0.00
H 2.7996 0.1729 4.2172 0.00
H 0.6388 -1.9204 4.8283 0.00
H 2.1936 -1.7508 5.5920 0.00
H 1.5625 -2.6926 2.7470 0.00
H 2.4667 -3.5297 3.9753 0.00
H 3.2170 -1.1654 2.2893 0.00
H 4.4847 -3.3747 4.7954 0.00
H 5.9812 -2.5591 4.8294 0.00
H 5.0135 -0.1724 2.4089 0.00
H 6.3029 -0.6530 3.4657 0.00
C 0.0839 -1.0583 -6.5751 0.00
C 1.1382 -0.6376 -5.7795 0.00
C 0.9173 -0.3334 -4.4460 0.01
C -0.3580 -0.4369 -3.8965 0.03
C -1.4099 -0.8644 -4.7014 0.01
C -1.1882 -1.1732 -6.0333 0.00
P -0.5779 0.0484 -2.1430 0.07
C -2.1434 -0.7767 -1.7264 0.20
C -2.2067 -2.1486 -1.7255 0.02
C -3.3857 -2.8351 -1.4121 0.28
C -4.5562 -2.0963 -1.1201 0.03
C -4.5318 -0.7412 -1.0771 0.19
C -3.2844 0.0374 -1.2367 0.10
C -1.0229 1.8174 -2.2563 0.00
C -0.8374 2.5358 -3.4079 0.01
C -0.8160 3.9458 -3.3940 0.00
C -0.8888 4.6050 -2.2054 0.01
C -1.0840 3.8931 -0.9929 0.00
C -1.0763 4.5763 0.2478 0.03
C -1.2486 3.8954 1.4183 0.00
C -1.5633 2.5256 1.3689 0.03
C -1.6181 1.7958 0.1953 -0.01
C -1.2580 2.4929 -1.0151 0.01
H 0.2531 -1.3006 -7.6153 0.00
H 2.1328 -0.5516 -6.1954 0.00
H 1.7412 -0.0116 -3.8211 0.00
H -2.4016 -0.9557 -4.2813 0.00
H -2.0122 -1.5026 -6.6508 0.00
H -1.3309 -2.7223 -2.0125 0.00
H -3.4082 -3.9141 -1.4398 0.02
H -5.4837 -2.6234 -0.9382 0.00
H -5.4335 -0.1914 -0.8491 0.01
H -3.4478 0.9322 -1.8540 0.03
H -0.6513 2.0212 -4.3411 0.00
H -0.6804 4.4896 -4.3188 0.00
H -0.7915 5.6819 -2.1633 0.00
H -0.9254 5.6485 0.2473 0.00
H -1.2261 4.4137 2.3672 0.00
H -1.8800 2.0494 2.2908 0.00
O 1.1052 -2.7376 0.5110 -0.09
C 0.2586 -1.9654 0.3791 -0.11
F -2.6043 -0.4242 1.1623 0.03
B -2.8980 0.6735 0.2544 0.06
F -4.0000 1.3382 0.7830 0.01
```

=====

4.
The following is a quantum chemistry calculation of the molecule C5H7N3 in a non-equilibrium geometry, from OMol25.

Gap between HOMO and LUMO (eV): 10.040
Energy relative to the best compared isomer or geometry (same formula, charge and spin) (kcal per mole): 104.7
SMILES: [H]/N=C1/N=CN2[C@H]1[C@@H]2C

```
15
Properties=species:S:1:pos:R:3:lowdin_charge:R:1
H 1.0350 2.0853 1.9075 0.11
N -0.0026 1.6990 1.8828 0.11
C -0.3013 0.5916 1.3538 -0.35
N -1.6995 0.0975 1.0563 0.15
C -1.5000 -0.8840 0.2907 -0.13
N -0.1497 -1.4326 0.2047 -0.03
C 0.6305 -0.5434 0.7542 -0.22
C 0.5941 -0.7824 -0.7795 -0.26
C 0.2454 0.3457 -1.6217 -0.08
H -2.2661 -1.4267 -0.1025 0.10
H 1.4024 -0.7260 1.5020 0.14
H 1.4409 -1.4234 -0.9824 0.14
H -0.3010 0.0758 -2.5345 0.07
H -0.3320 1.3839 -1.1881 0.16
H 1.2040 0.9397 -1.7433 0.10
```

=====

5.
The following is a quantum chemistry calculation of a structure of composition C3H9N2O in a non-equilibrium geometry, from OMol25.

Gap between HOMO and LUMO (eV): 11.312
Charge: +1
Energy relative to the best compared isomer or geometry (same formula, charge and spin) (kcal per mole): 112.9

```
15
Properties=species:S:1:pos:R:3:lowdin_charge:R:1
C -2.7059 0.8009 0.0735 -0.02
C 2.4049 -0.3616 0.0243 0.07
C 0.4513 0.6774 0.9680 -0.01
N 0.2813 -0.9872 -0.6533 0.30
N 0.9299 -0.3142 0.0708 -0.29
O -3.7916 1.0920 0.1080 0.08
H -2.6209 -1.0958 -1.6111 0.02
H 2.6511 -0.9549 -0.7780 0.08
H 2.5941 0.7214 -0.0990 0.13
H 2.6636 -0.8738 0.9998 0.15
H -0.5309 0.4684 1.2686 0.03
H 1.0483 0.7543 1.8815 0.12
H 0.4937 1.6557 0.2812 0.19
H -0.7389 -0.8783 -0.4832 0.08
H -3.1300 -0.7042 -2.0512 0.07
```